1.
{"formula": "C25H26FN3OS", "method": "ωB97M-V/def2-TZVPD", "elements": ["C", "C", "C", "C", "C", "C", "C", "H", "H", "C", "N", "C", "O", "C", "N", "C", "N", "C", "C", "C", "C", "C", "C", "C", "H", "H", "H", "H", "F", "H", "H", "C", "C", "C", "C", "C", "C", "C", "H", "H", "H", "H", "H", "H", "H", "S", "H", "H", "H", "H", "H", "H", "H", "H", "H", "H", "H"], "positions_angstrom": [[-6.535117, -1.043658, 2.597036], [-5.809551, -0.346523, 1.487077], [-4.585173, -0.831106, 1.037117], [-3.909019, -0.204833, 0.009633], [-4.442205, 0.928062, -0.595767], [-5.658747, 1.418595, -0.147875], [-6.336142, 0.784232, 0.879702], [-7.285697, 1.177386, 1.213851], [-6.085812, 2.298972, -0.607528], [-3.672802, 1.611548, -1.696763], [-2.422830, 2.160309, -1.200425], [-1.248063, 1.529440, -1.364020], [-1.103104, 0.521372, -2.028447], [-0.065038, 2.199420, -0.671825], [1.039138, 1.278279, -0.696397], [1.892253, 1.153432, 0.342092], [2.680403, 0.055815, 0.385514], [3.734494, -0.065610, 1.374135], [5.078236, 0.246512, 0.768322], [5.982206, -0.753022, 0.435512], [7.207113, -0.485110, -0.145538], [7.543329, 0.829425, -0.415394], [6.658778, 1.848542, -0.101676], [5.440366, 1.558372, 0.484576], [4.751871, 2.350942, 0.735117], [6.921585, 2.874138, -0.311027], [8.496081, 1.055078, -0.869430], [7.874189, -1.300158, -0.378433], [5.658638, -2.046614, 0.686993], [3.516983, 0.648829, 2.173297], [3.722311, -1.079694, 1.782778], [2.563596, -1.002915, -0.599326], [1.194516, -1.648541, -0.599073], [0.476992, -1.776734, 0.583852], [-0.777846, -2.357648, 0.580968], [-1.325717, -2.824942, -0.601659], [-0.612072, -2.709966, -1.781669], [0.640089, -2.123220, -1.780765], [1.188803, -2.024008, -2.706538], [-1.035980, -3.065945, -2.708182], [-2.308535, -3.273133, -0.604583], [-1.329378, -2.440837, 1.506166], [0.896040, -1.407206, 1.508635], [3.310473, -1.761594, -0.350959], [2.803422, -0.625001, -1.602277], [1.965388, 2.350172, 1.496907], [0.844017, 0.480244, -1.295341], [0.190507, 3.123175, -1.207892], [-0.304609, 2.466854, 0.364301], [-2.482292, 2.932288, -0.554995], [-3.401383, 0.889216, -2.471513], [-4.262880, 2.417531, -2.140936], [-2.961007, -0.592791, -0.333729], [-4.162085, -1.711716, 1.498835], [-5.888768, -1.150036, 3.466948], [-6.834450, -2.042954, 2.281957], [-7.425489, -0.492664, 2.888673]], "forces_ev_per_angstrom": [[0.015, -0.037, -0.012], [-0.071, 0.090, -0.016], [0.015, 0.071, -0.067], [-0.032, -0.007, 0.001], [-0.112, 0.102, -0.078], [0.149, -0.028, -0.146], [-0.013, -0.099, 0.112], [-0.093, 0.024, 0.056], [-0.034, 0.098, -0.061], [-0.007, -0.106, -0.061], [-0.276, 0.269, -0.016], [0.387, 0.411, 0.200], [-0.043, -0.334, -0.204], [-0.046, 0.147, -0.087], [0.036, -0.587, -0.146], [0.051, 0.194, -0.073], [-0.255, -0.078, -0.193], [0.212, -0.009, 0.291], [0.071, -0.345, 0.035], [0.003, 0.248, 0.005], [-0.061, -0.156, 0.034], [-0.019, -0.030, 0.009], [0.022, 0.104, -0.029], [0.117, -0.006, -0.021], [-0.110, 0.074, 0.034], [0.023, 0.094, -0.015], [0.086, 0.010, -0.039], [0.053, -0.095, -0.018], [0.012, 0.071, -0.014], [0.052, -0.257, -0.134], [-0.034, 0.108, -0.048], [-0.029, -0.094, -0.149], [-0.025, -0.204, -0.071], [0.040, 0.017, -0.016], [-0.010, -0.002, 0.072], [-0.059, -0.073, -0.073], [-0.073, -0.084, -0.020], [0.154, 0.011, 0.144], [0.050, 0.050, -0.113], [-0.051, -0.023, -0.088], [-0.089, -0.038, -0.006], [-0.050, -0.018, 0.084], [0.038, 0.075, 0.088], [0.014, 0.138, -0.067], [-0.010, -0.085, 0.066], [-0.014, 0.671, 0.616], [0.024, 0.090, 0.069], [-0.126, -0.049, 0.127], [0.001, -0.022, -0.217], [0.128, -0.089, 0.017], [-0.088, 0.174, 0.027], [0.024, -0.120, -0.011], [0.130, -0.052, -0.042], [0.065, -0.120, 0.063], [-0.020, -0.026, 0.093], [-0.060, -0.067, 0.050], [-0.064, -0.005, 0.060]], "homo_energy_ev": -7.97, "smiles": "Cc1ccc(CNC(=O)CNC(=S)N(Cc2ccccc2)Cc2ccccc2F)cc1", "homo_lumo_gap_ev": 8.680, "charge": 0, "lumo_energy_ev": 0.71, "e_above_lowest_kj_mol": 3.4}



2.
{"formula": "C8H18O4", "method": "ωB97M-V/def2-TZVPD", "elements": ["C", "C", "C", "C", "C", "C", "C", "C", "O", "O", "H", "H", "H", "H", "H", "H", "H", "H", "H", "H", "H", "H", "H", "H", "H", "H", "H", "H", "O", "O"], "positions_angstrom": [[2.553003, -1.451816, -3.610400], [1.602994, -1.435456, -2.419263], [0.873449, -0.103823, -2.252713], [-0.116939, -0.088558, -1.097235], [0.492773, -0.234578, 0.279477], [-0.555051, -0.240206, 1.362180], [0.114181, -0.279509, 2.716937], [-0.868774, -0.169816, 3.858425], [-1.351118, 0.942668, 1.431176], [-2.136382, 0.958278, 0.177890], [3.055105, -2.421710, -3.642898], [2.009361, -1.310336, -4.551347], [3.316132, -0.670369, -3.519523], [0.851676, -2.230036, -2.527543], [2.161122, -1.654054, -1.499973], [1.587645, 0.716357, -2.111611], [0.295125, 0.116032, -3.157094], [-0.680571, 0.850253, -1.106166], [-0.854600, -0.888928, -1.234621], [1.099530, -1.152098, 0.364869], [1.180702, 0.608977, 0.448806], [-1.220461, -1.110956, 1.247463], [0.722061, -1.185856, 2.801206], [0.808369, 0.567034, 2.774446], [-0.354360, -0.369576, 4.800167], [-1.278127, 0.841126, 3.908799], [-1.689024, -0.881173, 3.741377], [-2.598172, 1.806702, 0.284365], [-4.786212, 5.547105, 0.801534], [-4.233440, 4.924322, 1.731270]], "forces_ev_per_angstrom": [[-0.018, -0.211, 0.140], [-0.099, 0.281, 0.073], [-0.163, -0.162, 0.109], [0.061, 0.075, -0.535], [0.337, 0.319, -0.372], [0.194, -0.277, 0.485], [0.205, 0.198, 0.275], [0.018, 0.020, 0.438], [-0.323, -0.036, -1.233], [-0.498, 0.445, 1.324], [0.093, 0.104, -0.200], [0.123, 0.023, 0.124], [-0.126, -0.104, -0.059], [0.128, 0.066, 0.017], [-0.027, -0.033, -0.160], [0.068, -0.076, -0.118], [0.231, 0.009, -0.097], [0.479, -0.443, -0.334], [-0.013, 0.061, -0.097], [-0.296, 0.192, 0.033], [-0.096, -0.144, 0.081], [-0.024, 0.191, -0.034], [-0.146, 0.021, -0.121], [0.040, -0.108, -0.060], [-0.154, -0.028, 0.061], [-0.092, -0.183, 0.026], [-0.010, 0.043, 0.090], [0.102, -0.236, 0.146], [1.622, -1.826, 2.730], [-1.618, 1.821, -2.733]], "homo_energy_ev": [-9.51, -9.51], "smiles": "CCCCC[C@@H](CC)OO.O=O", "homo_lumo_gap_ev": [7.879, 7.878], "charge": 0, "lumo_energy_ev": [-1.63, -1.63], "e_above_lowest_kj_mol": 678.5}



no.,E (eV)
1,-46419.082
2,-16770.845